# 1
Below is 2 unconnected molecules or ions with the total composition CHNO3 in a non-equilibrium geometry, with properties calculated with ωB97M-V/def2-TZVPD.

Properties
strongest force on any atom = 5.1 eV/Å
structure (SMILES) = O=C=O.N=O
frontier orbital gap (alpha / beta) = 0.329 / 0.329 Ha
electronic energy = -8683.2708 eV

The geometry in ORCA input format:
```
! RIJCOSX wB97M-V def2-TZVPD def2/J DEFGRID3
* xyz 0 1
O -2.247 1.062 -0.784
C -1.409 1.036 -0.042
O -0.485 0.982 0.674
N 1.723 -0.889 0.115
O 1.066 -0.723 -0.911
H 1.353 -1.468 0.948
*
```

# 2
Below is 2 unconnected molecules or ions with the total composition C4H13NOS, with properties calculated with ωB97M-V/def2-TZVPD.

Properties
<S²> = 0.751
strongest force on any atom = 0.9 eV/Å
frontier orbital gap (alpha / beta) = 0.122 / 0.259 Ha
electronic energy = -18730.1555 eV

The geometry in ORCA input format:
```
! RIJCOSX wB97M-V def2-TZVPD def2/J DEFGRID3
* xyz -1 2
C 0.347 0.923 -2.007
C 1.728 0.421 -1.614
S 1.766 -0.859 -0.314
N -0.282 1.692 -0.890
H -0.312 0.088 -2.239
H 0.396 1.598 -2.872
H 2.336 1.292 -1.310
H 2.202 0.038 -2.497
H 0.261 -0.193 1.224
H -1.106 2.235 -1.219
H 0.405 2.379 -0.506
H -0.592 1.040 -0.088
C -1.581 -0.901 1.158
O -0.672 0.179 1.287
C -2.410 -1.041 2.421
H -1.016 -1.811 0.978
H -2.198 -0.716 0.284
H -3.106 -1.880 2.325
H -2.958 -0.128 2.624
H -1.733 -1.231 3.262
*
```

# 3
Below is a gas-phase ion, C7H8FIN3 (charge +1) in a non-equilibrium geometry, with properties calculated with ωB97M-V/def2-TZVPD.

Properties
strongest force on any atom = 4.4 eV/Å
frontier orbital gap (alpha / beta) = 0.201 / 0.254 Ha
electronic energy = -22661.9958 eV

The geometry in ORCA input format:
```
! RIJCOSX wB97M-V def2-TZVPD def2/J DEFGRID3
* xyz 1 1
C -0.544 -0.154 -3.092
C -0.677 0.917 -2.240
C 0.060 -1.281 -2.926
C -0.517 1.217 -0.956
C 0.230 -0.742 0.120
C -0.958 0.531 2.404
C -0.208 1.111 1.451
N -0.081 0.546 0.230
N 1.650 -0.806 1.997
N 0.842 -1.378 1.016
F -0.834 2.472 -0.620
I 0.459 -3.139 -3.429
H -1.264 0.002 -3.916
H -1.193 1.810 -2.737
H -0.900 0.828 3.453
H -1.405 -0.377 2.328
H 0.161 2.072 1.496
H 1.913 0.214 1.973
H 2.274 -1.454 2.506
H 0.991 -2.389 0.942
*
```

# 4
Below is a gas-phase ion, C2H5IN (charge +1) in a non-equilibrium geometry, with properties calculated with ωB97M-V/def2-TZVPD.

Properties
strongest force on any atom = 4.7 eV/Å
structure (SMILES) = I[C@@H]1C[NH2+]1
frontier orbital gap = 0.381 Ha
electronic energy = -11736.5343 eV

The geometry in ORCA input format:
```
! RIJCOSX wB97M-V def2-TZVPD def2/J DEFGRID3
* xyz 1 1
I -2.625 -0.039 0.013
C -0.615 0.098 0.567
C 0.381 0.709 -0.253
N 0.365 -0.745 -0.303
H -0.308 0.030 1.832
H 0.064 1.234 -1.091
H 1.268 1.049 0.241
H 0.144 -1.271 -1.157
H 1.326 -1.064 0.152
*
```

# 5
Below is a single C18H15NO5 molecule, with properties calculated with ωB97M-V/def2-TZVPD.

Properties
strongest force on any atom = 0.7 eV/Å
structure (SMILES) = COc1cccc(C=O)c1OCCN1C(=O)c2ccccc2C1=O
frontier orbital gap = 0.304 Ha
electronic energy = -30637.0280 eV

The geometry in ORCA input format:
```
! RIJCOSX wB97M-V def2-TZVPD def2/J DEFGRID3
* xyz 0 1
C 1.337 0.850 2.684
O 0.224 0.185 2.110
C 0.404 -0.783 1.175
C -0.626 -1.717 1.091
C -0.590 -2.744 0.166
C 0.512 -2.883 -0.649
C 1.564 -1.967 -0.593
C 2.758 -2.268 -1.390
O 3.830 -1.720 -1.338
C 1.482 -0.858 0.274
O 2.415 0.143 0.274
C 2.614 0.829 -0.951
C 1.683 2.048 -1.052
N 0.305 1.672 -0.829
C -0.373 0.699 -1.548
O 0.066 0.103 -2.501
C -1.697 0.579 -0.894
C -2.763 -0.249 -1.175
C -3.886 -0.154 -0.360
C -3.930 0.742 0.698
C -2.855 1.580 0.978
C -1.744 1.486 0.168
C -0.451 2.202 0.215
O -0.070 3.076 0.952
H 1.033 1.099 3.702
H 1.564 1.774 2.149
H 2.220 0.211 2.706
H -1.463 -1.596 1.762
H -1.410 -3.442 0.105
H 0.579 -3.710 -1.340
H 2.605 -3.141 -2.056
H 2.437 0.180 -1.809
H 3.656 1.156 -0.957
H 1.794 2.493 -2.045
H 1.925 2.791 -0.287
H -2.718 -0.946 -1.998
H -4.737 -0.790 -0.551
H -4.814 0.790 1.315
H -2.881 2.277 1.800
*
```

# 6
Below is 2 unconnected molecules or ions with the total composition C3H8N3O2 in a non-equilibrium geometry, with properties calculated with ωB97M-V/def2-TZVPD.

Properties
strongest force on any atom = 3.1 eV/Å
frontier orbital gap = 0.404 Ha
electronic energy = -11796.4257 eV

The geometry in ORCA input format:
```
! RIJCOSX wB97M-V def2-TZVPD def2/J DEFGRID3
* xyz 1 1
C -2.947 -0.103 -0.015
C 2.126 0.035 -0.295
C 2.886 -1.236 -0.331
N -1.925 0.445 0.046
N -4.135 -0.490 -0.329
N 0.284 1.285 0.555
O 2.443 1.028 -0.868
O 1.050 0.060 0.561
H -1.063 1.020 0.690
H 2.936 -1.672 -1.458
H 2.585 -1.925 0.437
H 3.927 -1.098 0.106
H -4.924 0.137 -0.293
H -4.378 -1.338 0.180
H 0.561 1.844 -0.276
H 0.573 2.010 1.289
*
```

What is the electronic energy in the sixth record?
-11796.4257 eV

Among the records above, which one has the lowest strongest force on any atom?
C18H15NO5

Number 4 is which compound?
C2H5IN